Formula: C6H7NS
Source: the Open Molecules 2025 dataset
Level of theory: wB97M-V/def2-TZVPD

Values from the calculation:
Orbital gap, eV: 7.2
HOMO, eV: -8.449
Relative energy (zero: lowest compared OMol25 entry of this formula, charge and spin), kJ/mol: 788.1
Net charge: 0

Geometry as XYZ:
```
15
Properties=species:S:1:pos:R:3:lowdin_charge:R:1
C 1.64332 0.53978 -0.23259 -0.071
C 0.51273 -0.62836 0.02982 -0.324
C -0.73630 -0.12092 -0.14109 -0.382
C -1.96250 -0.92162 -0.15302 -0.588
C -0.85619 1.31696 -0.10461 -0.146
C -0.71245 2.50610 0.47133 0.127
H 1.26631 1.49757 -0.89782 0.121
H 2.69279 0.29725 -0.40213 0.042
H 1.82277 1.09542 0.76347 0.089
H 0.09114 -2.72682 0.50961 0.039
H 1.73279 -2.22109 -0.80433 0.290
H -1.93076 -1.99274 -0.08807 0.025
H -0.89541 3.59755 0.43990 0.036
N 0.80505 -1.97510 0.56423 0.080
S -3.47330 -0.26398 0.04531 0.661
```